{"formula": "BeH14O7", "method": "ωB97M-V with the def2-TZVPD basis set", "e_homo_ev": -19.46, "mol_weight_g_mol": 135.12, "orbital_gap_ev": 9.35, "relative_energy_ev": 5.056, "charge": 2, "e_lumo_ev": -10.112, "elements": ["Be", "O", "H", "H", "O", "H", "H", "O", "H", "H", "O", "H", "H", "O", "H", "H", "O", "H", "H", "O", "H", "H"], "positions_angstrom": [[0.142370, -0.511896, 0.247152], [1.629500, -0.602766, -1.771858], [1.685250, -1.308476, -2.416138], [2.278750, 0.038284, -2.061298], [-2.078920, 0.723984, -0.187308], [-2.990980, 0.433814, -0.201088], [-2.106400, 1.618194, -0.527688], [-0.015870, 1.042954, 2.399572], [0.446550, 1.699124, 2.920952], [-0.855690, 0.930824, 2.844942], [-0.945200, -1.652806, -1.727578], [-0.900410, -2.224646, -2.493888], [-1.017880, -0.770156, -2.090718], [2.455250, 0.451644, 1.102352], [3.235570, 0.959394, 0.879832], [2.557480, 0.249684, 2.032392], [0.310920, 1.784134, -0.642748], [0.620050, 2.516684, -0.109798], [0.137940, 2.168714, -1.502058], [-1.582710, -2.135066, 1.171972], [-0.852860, -2.686426, 1.454042], [-2.152720, -2.725196, 0.678952]], "forces_ev_per_angstrom": [[-0.757, 1.822, -1.414], [-0.762, 0.071, 0.940], [-0.084, -0.519, -0.106], [0.333, 0.437, 0.197], [0.768, -0.741, 0.127], [-0.400, -0.424, 0.127], [0.263, 0.399, 0.026], [-0.216, -0.935, -0.944], [0.468, 0.242, 0.083], [-0.469, -0.079, 0.175], [0.177, 0.620, 1.235], [0.202, -0.565, -0.252], [-0.348, 0.372, -0.357], [-1.131, -0.550, -0.083], [0.346, 0.122, -0.452], [0.071, -0.132, 0.423], [0.059, -0.905, 0.332], [0.188, 0.152, 0.514], [-0.034, -0.073, -0.545], [1.690, 1.577, 0.039], [0.004, -0.741, 0.596], [-0.367, -0.151, -0.662]]}